1.
{"formula": "CH3O3", "method": "wB97M-V/def2-TZVPD", "elements": ["O", "C", "O", "H", "H", "H", "O"], "positions_angstrom": [[0.667, -0.062, -0.456], [1.288, 0.559, 0.427], [1.059, 1.671, 0.924], [2.118, -0.022, 0.931], [-2.105, -0.866, 0.040], [-1.095, -0.377, -0.962], [-1.932, -0.903, -0.905]], "forces_ev_per_a": [[-0.15, -0.27, -0.70], [-0.15, -0.14, 1.00], [0.08, 0.40, -0.07], [0.13, 0.06, -0.30], [0.00, -0.04, 0.01], [-0.05, -0.42, 0.15], [0.14, 0.41, -0.09]], "homo_energy_ha": -0.1561, "total_charge": -1, "relative_energy_ev": 0.181, "homo_lumo_gap_ev": 8.7636, "lumo_energy_ev": 4.5}



2.
{"formula": "CH3O3", "method": "wB97M-V/def2-TZVPD", "elements": ["O", "H", "H", "O", "O", "C", "H"], "positions_angstrom": [[-1.588, 3.525, -0.211], [-2.569, 3.455, -0.173], [-1.276, 2.596, -0.294], [0.412, -1.859, -0.381], [1.329, -2.896, 1.298], [1.362, -2.412, 0.159], [2.330, -2.409, -0.398]], "forces_ev_per_a": [[-0.77, -0.89, -0.07], [1.11, -0.03, -0.04], [-0.32, 0.88, 0.11], [-1.20, 1.05, -1.87], [1.02, -0.93, 0.93], [-0.13, 0.14, 1.03], [0.29, -0.22, -0.10]], "homo_energy_ha": -0.1336, "total_charge": -1, "relative_energy_ev": 0.796, "homo_lumo_gap_ev": 6.9653, "lumo_energy_ev": 3.3}



3.
{"formula": "CH3O3PS", "method": "wB97M-V/def2-TZVPD", "elements": ["C", "O", "O", "O", "P", "S", "H", "H", "H"], "positions_angstrom": [[0.075, 0.416, 0.006], [-0.397, 1.324, 0.953], [-1.717, 2.108, -0.907], [-4.028, 2.886, -1.480], [-1.563, 2.390, 0.666], [-2.889, 2.282, -2.094], [1.118, 0.525, -0.176], [-0.141, -0.656, 0.290], [-0.365, 0.751, -1.034]], "forces_ev_per_a": [[-1.08, -0.75, -2.82], [0.35, 0.04, 0.87], [-1.04, 0.45, -1.97], [-1.90, 1.00, 0.72], [-0.46, 0.37, 0.75], [2.30, -0.89, 0.25], [1.06, 0.13, 0.52], [-0.03, 1.28, -0.35], [0.79, -1.63, 2.03]], "homo_energy_ha": [-0.2626, -0.3198], "total_charge": 0, "relative_energy_ev": 2.864, "homo_lumo_gap_ev": [6.1284, 8.5684], "lumo_energy_ev": [-1.0, -0.1]}



4.
{"formula": "CH3O3PS", "method": "wB97M-V/def2-TZVPD", "elements": ["C", "O", "O", "O", "P", "S", "H", "H", "H"], "positions_angstrom": [[1.922, -0.875, -0.234], [-1.143, -1.337, 0.695], [-2.512, 0.781, -0.290], [1.640, 0.039, 0.459], [-1.659, 1.775, 0.844], [-1.083, -0.122, -0.066], [2.225, -1.900, 0.080], [1.594, -0.959, -1.291], [-0.985, 2.599, -0.196]], "forces_ev_per_a": [[-1.22, -2.59, -1.37], [-0.63, -0.43, 0.81], [0.50, -0.52, 0.85], [0.55, 1.20, 1.02], [0.27, -0.37, -1.41], [-0.22, 1.93, -1.24], [0.70, 0.60, 0.70], [0.36, 0.73, -0.28], [-0.31, -0.55, 0.91]], "homo_energy_ha": -0.3488, "smiles": "O=S1#[PH]O1.C=O", "total_charge": 0, "relative_energy_ev": 3.556, "homo_lumo_gap_ev": 9.2452, "lumo_energy_ev": -0.2}



5.
{"formula": "CH3O4P", "method": "wB97M-V/def2-TZVPD", "elements": ["C", "O", "O", "O", "O", "P", "H", "H", "H"], "positions_angstrom": [[-0.218, -0.017, 0.280], [-4.470, -0.219, 0.724], [-3.772, -1.060, -0.240], [-4.009, 1.115, 0.468], [-1.539, -0.506, 0.145], [-2.642, -0.036, -0.872], [0.160, 0.513, -0.675], [0.417, -0.790, 0.384], [-0.303, 0.526, 1.223]], "forces_ev_per_a": [[-1.19, 3.13, -1.41], [-0.12, -0.47, 0.13], [-0.32, 0.74, -0.57], [2.18, -1.57, -2.30], [-0.09, -0.43, -0.54], [-2.39, 1.04, 2.86], [-0.82, -0.14, 1.73], [1.94, -2.92, 0.58], [0.81, 0.62, -0.48]], "homo_energy_ha": -0.3261, "total_charge": 0, "relative_energy_ev": 8.533, "homo_lumo_gap_ev": 7.6700, "lumo_energy_ev": -1.2}



6.
{"formula": "CH3O4S", "method": "wB97M-V/def2-TZVPD", "elements": ["C", "O", "O", "O", "O", "S", "H", "H", "H"], "positions_angstrom": [[-0.673, 0.392, -0.031], [-0.241, 1.748, 0.130], [0.087, -1.754, -1.645], [1.651, -1.082, 0.076], [-0.752, -0.219, 1.190], [0.758, -0.589, -1.077], [-1.678, 0.450, -0.371], [0.176, -0.755, 1.065], [0.671, 1.808, 0.664]], "forces_ev_per_a": [[1.58, 0.52, 0.89], [2.58, 0.56, 1.12], [-1.03, -0.85, -0.77], [-1.50, 1.18, 0.02], [3.15, -2.17, -0.22], [0.74, 0.78, 0.73], [-0.65, 0.10, -1.36], [-1.82, 0.65, 1.43], [-3.04, -0.78, -1.83]], "homo_energy_ha": -0.1311, "total_charge": -1, "relative_energy_ev": 1.477, "homo_lumo_gap_ev": 7.5438, "lumo_energy_ev": 4.0}